Entry 1:
{"formula": "C3H3Br2NO", "method": "ωB97M-V/def2-TZVPD", "elements": ["C", "C", "C", "N", "O", "Br", "Br", "H", "H", "H"], "xyz": [[-0.1783, 0.3868, 1.2595], [0.0423, -0.7318, -0.9372], [0.4573, 0.3542, -0.0592], [-0.3538, 0.6353, -1.2137], [-1.2640, 0.7482, 1.4518], [1.2675, -0.4438, 2.5554], [-1.9315, 1.2243, -0.8742], [1.0357, -1.2350, -1.3829], [-0.5856, -1.5692, -0.5333], [1.5104, 0.6307, -0.2661]], "forces_ev_per_a": [[1.9, -0.3, -0.2], [1.9, -3.6, -0.2], [1.9, 0.8, 0.0], [3.7, -1.5, -1.2], [0.1, -0.6, 3.0], [-1.1, 0.6, -0.3], [-5.0, 1.7, -1.8], [-2.7, 1.4, -0.1], [-0.1, 1.4, -0.5], [-0.7, 0.1, 1.2]], "lowdin_charge": [-0.69, -0.17, -0.46, -0.54, -0.03, 0.51, 0.94, 0.16, 0.14, 0.15], "homo_ev": -9.0, "energy_ev": -146778.232, "e_lumo_ev": 0.3188, "homo_lumo_gap_ha": 0.3415, "spin_multiplicity": 1, "relative_energy_kcal_mol": 67.67, "max_force_ev_per_a": 5.62}


Entry 2:
{"formula": "C3H3Br3O", "method": "ωB97M-V/def2-TZVPD", "elements": ["C", "C", "C", "O", "Br", "Br", "Br", "H", "H", "H"], "xyz": [[1.4131, 0.0188, 0.4424], [0.4845, -0.0326, -0.7255], [-1.3695, -0.1151, -0.0408], [1.0798, -1.1239, -0.3074], [-2.5315, 0.2379, -1.5254], [-1.8425, -1.6951, 0.9577], [-1.4334, 1.4002, 1.2016], [2.3302, 0.5833, 0.1601], [1.2115, 0.2444, 1.5778], [0.6579, 0.4820, -1.7406]], "forces_ev_per_a": [[0.4, 3.1, 0.7], [-3.9, 2.0, 1.8], [2.7, 1.3, -1.0], [1.9, -2.8, 0.1], [-0.1, -0.2, 0.0], [0.5, 0.2, -0.6], [-0.2, -0.1, -0.2], [-0.2, -1.1, 0.1], [-0.4, -1.3, -2.5], [-0.7, -1.1, 1.5]], "lowdin_charge": [-0.17, -0.31, -1.61, -0.06, 0.58, 0.61, 0.55, 0.11, 0.13, 0.16], "homo_ev": -9.7, "energy_ev": -215330.727, "e_lumo_ev": 0.0148, "homo_lumo_gap_ha": 0.3583, "spin_multiplicity": 1, "relative_energy_kcal_mol": 61.30, "max_force_ev_per_a": 4.74}


Entry 3:
{"formula": "C3H3Br9", "method": "ωB97M-V/def2-TZVPD", "elements": ["C", "Br", "Br", "Br", "H", "C", "Br", "Br", "Br", "H", "C", "Br", "Br", "Br", "H"], "xyz": [[3.5135, -2.2951, 1.1605], [2.4188, -2.6138, 2.7312], [4.0616, -3.9650, 0.1689], [4.9450, -1.1382, 1.7942], [2.9212, -1.6372, 0.5245], [-0.4982, -0.6836, 0.4050], [-1.1459, -2.0997, 1.8052], [0.4978, -1.7089, -0.9098], [0.9623, 0.6133, 0.9268], [-1.3013, -0.1341, -0.0860], [-3.4256, 3.0111, -1.6265], [-2.8884, 2.8986, -3.5462], [-3.8873, 4.9260, -1.2775], [-1.8857, 2.4681, -0.5812], [-4.2878, 2.3585, -1.4890]], "forces_ev_per_a": [[-0.1, 0.1, 0.5], [0.1, -0.5, -0.6], [-0.3, 1.5, 0.9], [0.4, -0.4, -0.5], [0.0, -0.6, -0.3], [1.0, 0.0, -0.5], [-1.1, -0.8, 1.1], [-0.2, -0.7, -1.2], [0.4, 1.6, 0.7], [-0.1, -0.1, -0.1], [1.0, 0.9, -0.8], [-0.5, -0.1, 0.8], [0.0, -1.2, 0.0], [-0.7, 0.1, -0.1], [0.2, 0.3, 0.1]], "mulliken_spin": [0.00, 0.00, 0.00, 0.00, 0.00, 0.34, 0.38, 0.07, 0.22, -0.02, 0.00, 0.00, 0.00, 0.00, 0.00], "homo_ev": [-1.6, -5.5], "energy_ev": -633541.189, "e_lumo_ev": [1.7748, 1.7821], "homo_lumo_gap_ha": [0.1245, 0.2686], "charge": -1, "s2": 0.755, "spin_multiplicity": 2, "relative_energy_kcal_mol": 5.17, "max_force_ev_per_a": 1.74}


Entry 4:
{"formula": "C3H3Br9", "method": "ωB97M-V/def2-TZVPD", "elements": ["C", "Br", "Br", "Br", "H", "C", "Br", "Br", "Br", "H", "C", "Br", "Br", "Br", "H"], "xyz": [[-0.6895, -1.7972, 3.7911], [0.3227, -2.4401, 5.3782], [-1.6410, -0.0479, 4.1852], [-1.8122, -3.2526, 3.1078], [0.0454, -1.5394, 3.0285], [0.1614, 1.8004, 0.5454], [-1.4535, 2.5989, 1.3672], [0.2275, -0.1810, 0.6304], [1.8140, 2.5776, 1.4213], [0.1542, 2.0233, -0.5215], [0.5894, -0.0669, -4.5644], [1.9847, 0.4230, -5.9837], [-1.2870, 0.2842, -5.1213], [0.8883, 0.7617, -2.8275], [0.6955, -1.1441, -4.4366]], "forces_ev_per_a": [[-0.1, 0.3, 0.7], [-0.6, 0.5, -0.9], [0.6, -1.7, -0.3], [0.4, 1.0, 0.3], [-0.3, -0.1, 0.3], [0.4, 0.0, 1.0], [1.0, -0.6, -0.6], [-0.2, 1.1, 0.1], [-1.3, -0.6, -0.9], [0.1, 0.2, 0.4], [0.0, 0.4, -0.7], [-1.4, -0.3, 1.4], [1.3, -0.2, 0.1], [0.3, -0.3, -0.9], [-0.1, 0.4, -0.1]], "lowdin_charge": [-1.51, 0.51, 0.48, 0.54, -0.11, -1.47, 0.53, 0.54, 0.50, -0.10, -1.48, 0.49, 0.53, 0.57, -0.03], "homo_ev": -10.3, "energy_ev": -633540.248, "e_lumo_ev": -0.8806, "homo_lumo_gap_ha": 0.3476, "spin_multiplicity": 1, "relative_energy_kcal_mol": 18.02, "max_force_ev_per_a": 1.99}